Version A
Density functional theory data (the ωB97M-V functional and the def2-TZVPD basis) for a 3-piece molecular cluster, C5H15NO2 overall.

Properties
HOMO level	-8.27	eV
SMILES string	CCC/C=C/N.O.O
Kohn-Sham gap	8.911	eV
total charge	0

Each line ends with the natural charge from an NBO analysis.
Geometry (Å):
C (-0.355, -0.586, 2.793)  -0.605
C (0.903, -0.186, 2.035)  -0.392
C (1.063, -0.970, 0.679)  -0.415
C (0.871, -0.033, -0.488)  -0.269
C (1.852, 0.359, -1.295)  -0.019
N (1.661, 1.288, -2.331)  -0.829
H (-0.468, -1.664, 2.789)  0.204
H (-1.249, -0.178, 2.321)  0.190
H (-0.326, -0.196, 3.813)  0.211
H (1.047, 0.881, 1.884)  0.206
H (1.764, -0.566, 2.589)  0.196
H (2.089, -1.344, 0.695)  0.198
H (0.374, -1.801, 0.661)  0.202
H (-0.138, 0.380, -0.460)  0.182
H (2.782, -0.193, -1.258)  0.193
H (2.525, 1.746, -2.608)  0.370
H (0.985, 2.008, -2.131)  0.375
H (-4.118, -0.899, -0.716)  0.469
H (-3.527, -1.287, 0.634)  0.467
O (-3.983, -1.651, -0.131)  -0.935
H (-1.405, 1.020, -2.695)  0.471
H (-0.796, 1.986, -3.685)  0.472
O (-1.550, 1.885, -3.094)  -0.941


Version B
Density functional theory data (the ωB97M-V functional and the def2-TZVPD basis) for C5H15NO2 as an isolated structure.

Properties
HOMO level (alpha / beta)	-6.80 / -6.79	eV
Kohn-Sham gap (alpha / beta)	6.673 / 6.670	eV
total charge	0

Each line ends with the natural charge from an NBO analysis.
Geometry (Å):
C (0.845, 0.416, 0.942)  0.737
C (1.141, 0.121, 2.377)  -0.723
C (-1.683, -0.029, 1.145)  -0.633
C (0.704, 1.839, 0.504)  -0.754
O (1.237, -0.455, 0.088)  -0.612
H (0.880, -0.330, -1.005)  0.529
H (0.322, 2.474, 1.304)  0.221
H (1.186, -0.952, 2.554)  0.243
H (0.399, 0.575, 3.028)  0.237
H (2.114, 0.551, 2.634)  0.256
H (-2.717, -0.234, 0.853)  0.222
H (-1.684, 0.936, 1.645)  0.196
H (-1.359, -0.868, 1.757)  0.196
H (0.026, 1.881, -0.348)  0.292
H (1.690, 2.201, 0.192)  0.260
C (0.227, -1.406, -3.014)  -0.239
N (-1.170, -0.140, -0.737)  -0.735
O (0.249, -0.230, -2.253)  -0.820
H (-1.086, -1.154, -0.679)  0.349
H (-2.011, 0.046, -1.291)  0.360
H (-0.021, -2.297, -2.413)  0.118
H (-0.503, -1.346, -3.831)  0.152
H (1.217, -1.599, -3.450)  0.148


Stability ranking, top and bottom: version A is the most stable and version B is the least stable.


Version A
Density functional theory data (the ωB97M-V functional and the def2-TZVPD basis) for C6H12O4 as an isolated structure.

Properties
HOMO level	-8.69	eV
Kohn-Sham gap	9.064	eV
total charge	0

Each line ends with the natural charge from an NBO analysis.
Geometry (Å):
C (1.957, 0.014, -0.607)  -0.639
C (1.212, 0.254, 0.700)  0.136
O (1.758, 1.358, 1.402)  -0.708
C (-0.313, 0.473, 0.538)  -0.470
C (-1.103, -0.548, -0.292)  0.086
C (-1.256, -0.109, -1.742)  -0.075
O (-2.284, 0.726, -1.961)  -0.746
C (1.383, -0.921, 1.656)  0.439
O (1.475, -2.073, 1.313)  -0.516
H (3.035, -0.045, -0.408)  0.234
H (1.777, 0.842, -1.305)  0.209
H (1.639, -0.925, -1.079)  0.231
H (1.676, 2.146, 0.849)  0.475
H (-0.461, 1.478, 0.116)  0.222
H (-0.742, 0.523, 1.550)  0.214
H (-0.580, -1.518, -0.244)  0.221
H (-1.672, -1.327, -1.553)  0.152
H (-0.329, 0.173, -2.260)  0.216
H (1.391, -0.633, 2.732)  0.129
O (-2.775, -0.355, 0.304)  -0.816
H (-3.008, 0.703, -0.966)  0.524
H (-2.782, -0.235, 1.257)  0.483


Version B
Density functional theory data (the ωB97M-V functional and the def2-TZVPD basis) for a 2-piece molecular cluster, C6H12O4 overall.

Properties
HOMO level	-9.86	eV
SMILES string	C[C@@H](C=O)[C@@H](O)[C@@H]1CO1.O
Kohn-Sham gap	10.508	eV
total charge	0

Each line ends with the natural charge from an NBO analysis.
Geometry (Å):
C (-1.802, -0.605, -1.594)  -0.608
C (-1.461, 0.063, -0.268)  -0.370
C (-1.460, -0.868, 0.916)  0.446
O (-1.711, -2.051, 0.854)  -0.525
C (-0.207, 0.975, -0.309)  0.075
O (-0.381, 2.108, 0.513)  -0.713
C (1.150, 0.335, -0.046)  0.070
C (1.393, -1.054, -0.508)  -0.112
O (1.595, -0.953, 0.885)  -0.552
H (-1.969, 0.162, -2.363)  0.212
H (-2.719, -1.200, -1.497)  0.235
H (-1.005, -1.267, -1.955)  0.208
H (-2.280, 0.767, -0.031)  0.252
H (-1.240, -0.390, 1.896)  0.116
H (-0.162, 1.378, -1.333)  0.209
H (-0.190, 1.867, 1.435)  0.485
H (1.940, 0.996, -0.428)  0.215
H (0.550, -1.715, -0.731)  0.191
H (2.315, -1.208, -1.077)  0.178
O (2.243, 1.164, 2.021)  -0.990
H (2.361, 0.004, 2.024)  0.519
H (3.039, 1.494, 1.596)  0.462


Version C
Density functional theory data (the ωB97M-V functional and the def2-TZVPD basis) for a 2-piece molecular cluster, C6H12O4 overall.

Properties
HOMO level	-9.75	eV
SMILES string	COC(=O)OC.CC(C)=O
Kohn-Sham gap	10.530	eV
total charge	0

Each line ends with the natural charge from an NBO analysis.
Geometry (Å):
C (-0.235, -0.984, 0.146)  -0.263
O (0.521, -1.229, -1.040)  -0.499
C (0.725, -2.510, -1.372)  0.984
O (0.264, -3.472, -0.802)  -0.650
O (1.512, -2.537, -2.436)  -0.496
C (2.019, -3.810, -2.854)  -0.256
H (-0.879, -1.828, 0.380)  0.207
H (-0.819, -0.099, -0.077)  0.183
H (0.414, -0.773, 0.995)  0.203
H (2.304, -4.464, -2.036)  0.203
H (2.812, -3.534, -3.540)  0.198
H (1.238, -4.321, -3.420)  0.186
C (-0.426, 4.112, 1.784)  -0.725
C (-0.500, 2.605, 1.748)  0.601
O (0.417, 1.901, 2.097)  -0.544
C (-1.839, 1.981, 1.324)  -0.722
H (-1.115, 4.556, 2.505)  0.234
H (-0.668, 4.470, 0.781)  0.229
H (0.560, 4.445, 2.101)  0.238
H (-1.814, 2.007, 0.234)  0.232
H (-2.627, 2.537, 1.828)  0.226
H (-1.864, 0.948, 1.656)  0.232


Stability ranking, top and bottom: version C is the most stable and version A is the least stable.